(a)
This record from the OMol25 dataset describes an isolated molecule of C2H7NO2Si. The level of theory is ωB97M-V/def2-TZVPD.

Structure (XYZ):
```
13
C2H7NO2Si, DFT ωB97M-V/def2-TZVPD
C 2.25 0.26 -0.89
C 1.04 -0.23 -0.16
O 0.84 -1.39 0.06
O 0.06 0.66 -0.09
Si -1.54 0.32 0.32
N -2.00 -0.76 -0.99
H 2.81 -0.72 -1.21
H 1.71 0.79 -1.68
H 2.84 0.96 -0.25
H -2.03 1.70 0.35
H -1.47 -0.49 1.46
H -1.18 -0.82 -1.53
H -2.70 -0.66 -1.61
```

**Orbital gap**: 10.797 eV
**Structure (SMILES)**: CC(=O)O[SiH2]N

Atom charges from the Löwdin analysis, given in e for atoms 1 to 8: 0.0078 -0.6630 0.0744 -0.1773 0.5742 -0.0528 0.1317 0.0867

=====

(b)
This record from the OMol25 dataset describes a cluster of 2 separate species, C2H7NO2Si in total. The level of theory is ωB97M-V/def2-TZVPD.

Structure (XYZ):
```
13
C2H7NO2Si, DFT ωB97M-V/def2-TZVPD
C -0.32 -1.60 0.37
C 0.21 -0.27 0.12
N 1.54 -0.02 0.00
O 2.35 -0.92 0.01
O 1.78 1.17 -0.16
Si -0.65 1.51 0.06
H -1.37 -1.88 0.11
H -0.47 -1.84 1.49
H 0.47 -2.25 -0.10
H -0.84 0.44 -2.06
H -2.12 1.05 0.49
H -0.17 2.39 1.09
H -0.42 2.22 -1.41
```

**Orbital gap (alpha / beta)**: 8.362 / 7.916 eV

Atom charges from the Löwdin analysis, given in e for atoms 1 to 8: -0.1018 -0.3571 -0.4586 0.0775 -0.0347 0.6012 0.0959 0.1276

=====

It is (b) that is the least stable of them.

=====

(a)
This record from the OMol25 dataset describes an isolated molecule of C10H10N2O2. The level of theory is ωB97M-V/def2-TZVPD.

Structure (XYZ):
```
24
C10H10N2O2, DFT ωB97M-V/def2-TZVPD
H 0.15 -2.89 -1.82
N 0.24 -1.84 -1.58
C -0.79 -1.23 -1.20
C -0.95 0.07 -0.63
C -2.16 0.77 -0.74
C -2.39 1.97 -0.10
C -1.28 2.55 0.48
C -0.06 2.02 0.54
C 0.16 0.70 0.08
C 1.23 -0.15 0.33
C 1.34 -1.27 1.18
N 0.39 -1.88 1.91
C 2.47 0.31 -0.30
O 3.23 1.09 0.19
O 2.75 -0.33 -1.56
H -1.72 -1.76 -1.49
H -2.84 0.26 -1.32
H -3.40 2.38 -0.03
H -1.54 3.56 1.01
H 0.81 2.36 1.11
H 2.23 -1.77 1.12
H 0.68 -2.35 2.73
H -0.57 -1.53 1.98
H 2.01 -1.04 -1.91
```

**Orbital gap**: 7.795 eV
**Structure (SMILES)**: [H]/N=C/c1ccccc1/C(=C\N)C(=O)O

Atom charges from the Löwdin analysis, given in e for atoms 1 to 8: 0.1231 0.0897 -0.2159 -0.1324 -0.0311 -0.0777 -0.1079 -0.0076

=====

(b)
This record from the OMol25 dataset describes a cluster of 2 separate species, C10H10N2O2 in total. The level of theory is ωB97M-V/def2-TZVPD.

Structure (XYZ):
```
24
C10H10N2O2, DFT ωB97M-V/def2-TZVPD
O 2.88 2.35 -0.84
C 2.61 1.19 -0.56
C 3.46 0.48 0.46
C 3.04 -0.68 0.94
N 2.06 -1.45 0.40
C 1.29 -0.92 -0.70
O 0.42 -1.60 -1.27
N 1.56 0.35 -1.06
H 4.29 1.09 0.87
H 3.53 -1.25 1.77
H 1.94 -2.42 0.59
H 0.84 0.78 -1.70
C -3.05 0.12 -1.08
C -3.26 1.22 -0.21
C -2.68 1.19 1.11
C -1.71 0.11 1.31
C -1.42 -0.92 0.40
C -2.21 -0.93 -0.72
H -3.47 0.03 -2.06
H -3.82 2.08 -0.58
H -2.84 1.93 1.89
H -1.02 0.08 2.21
H -0.42 -1.42 0.64
H -2.02 -1.41 -1.81
```

**Orbital gap**: 9.534 eV
**Structure (SMILES)**: O=c1cc[nH]c(=O)[nH]1.c1ccccc1

Atom charges from the Löwdin analysis, given in e for atoms 1 to 8: 0.0641 -0.3992 -0.0034 -0.1330 0.1202 -0.4862 0.0077 0.2076

=====

It is (a) that is the least stable of them.

=====

(a)
This record from the OMol25 dataset describes a structure of composition C4H10NOS. The level of theory is ωB97M-V/def2-TZVPD.

Structure (XYZ):
```
17
C4H10NOS, DFT ωB97M-V/def2-TZVPD
C 0.01 0.72 1.67
C -0.71 1.08 -0.50
C -0.01 -0.02 0.27
C 1.61 -0.24 -1.44
N -0.99 -1.31 0.51
O 1.06 -0.62 -0.22
S -1.33 1.87 1.07
H -0.33 0.14 2.44
H 0.96 1.22 1.96
H -0.11 1.64 -1.17
H -1.71 0.81 -1.10
H 1.98 0.75 -1.16
H 0.89 0.02 -2.15
H 2.32 -1.06 -1.76
H -1.63 -1.64 -0.30
H -1.65 -1.22 1.25
H -0.37 -2.13 0.62
```

**Charge**: +1
**Orbital gap**: 9.643 eV

Atom charges from the Löwdin analysis, given in e for atoms 1 to 8: -0.2982 -0.3609 -0.5708 -0.0264 0.2466 -0.0915 0.9005 0.0414

=====

(b)
This record from the OMol25 dataset describes a cluster of 2 separate species, C4H10NOS in total. The level of theory is ωB97M-V/def2-TZVPD.

Structure (XYZ):
```
17
C4H10NOS, DFT ωB97M-V/def2-TZVPD
C -0.08 2.11 0.87
C 0.45 1.14 1.85
C 0.26 0.23 -0.51
C 0.22 -0.72 -1.72
N -0.33 1.39 -0.47
O -0.93 -3.09 -0.20
S 0.84 -0.39 0.94
H -1.05 2.48 1.31
H 0.64 2.92 0.69
H 1.34 1.53 2.35
H -0.35 0.78 2.57
H 0.22 -0.30 -2.70
H -0.57 -1.45 -1.53
H 1.22 -1.17 -1.71
H -0.64 1.73 -1.35
H -0.42 -3.45 0.51
H -0.81 -3.73 -0.90
```

**Charge**: +1
**Orbital gap**: 10.268 eV

Atom charges from the Löwdin analysis, given in e for atoms 1 to 8: -0.1518 -0.3865 -0.5756 -0.0267 0.0910 -0.0511 1.1052 0.1497

=====

(c)
This record from the OMol25 dataset describes a cluster of 2 separate species, C4H10NOS in total. The level of theory is ωB97M-V/def2-TZVPD.

Structure (XYZ):
```
17
C4H10NOS, DFT ωB97M-V/def2-TZVPD
O -1.35 1.07 1.33
C -0.81 0.19 0.62
C 0.45 0.30 -0.13
C 1.16 -0.98 -0.37
C 2.27 -1.29 0.60
S 3.88 -0.44 0.25
N -3.84 1.61 -0.85
H -1.11 -0.93 0.56
H 0.98 1.24 -0.26
H 1.42 -1.03 -1.40
H 0.41 -1.77 -0.25
H 1.98 -1.09 1.69
H 2.46 -2.41 0.68
H 3.35 0.76 0.20
H -3.94 0.70 -1.32
H -4.18 2.47 -1.22
H -3.12 1.60 -0.13
```

**Charge**: +1
**Orbital gap**: 3.561 eV

Atom charges from the Löwdin analysis, given in e for atoms 1 to 8: 0.1516 -0.1539 0.2219 -0.2392 -0.5081 0.7882 0.0549 0.1664

=====

It is (c) that is the least stable of them.

=====

(a)
This record from the OMol25 dataset describes the ion C3H10NP2 with charge +1. The level of theory is ωB97M-V/def2-TZVPD.

Structure (XYZ):
```
16
C3H10NP2, DFT ωB97M-V/def2-TZVPD
C 0.70 1.40 -0.33
C -0.68 -0.55 -0.21
C -1.80 -1.22 0.54
N -0.67 0.91 0.05
P 2.29 0.62 0.55
P 2.16 -1.21 -0.58
H 0.87 1.20 -1.33
H 0.79 2.40 -0.13
H -0.79 -0.78 -1.35
H -1.61 -1.22 1.57
H -1.76 -2.21 0.30
H -2.75 -0.80 0.24
H -0.82 0.76 1.08
H -1.41 1.40 -0.58
H 3.18 1.18 -0.43
H 2.30 -1.89 0.62
```

**Charge**: +1
**Orbital gap (alpha / beta)**: 7.961 / 7.558 eV

Atom charges from the Löwdin analysis, given in e for atoms 1 to 8: -0.4226 -0.2321 -0.0729 -0.0242 0.5656 0.6072 0.0444 0.0430

=====

(b)
This record from the OMol25 dataset describes the ion C3H10NP2 with charge +1. The level of theory is ωB97M-V/def2-TZVPD.

Structure (XYZ):
```
16
C3H10NP2, DFT ωB97M-V/def2-TZVPD
C 1.71 -0.45 -1.53
C -0.54 0.70 0.68
C -1.05 -0.64 1.21
N 0.90 0.86 0.84
P 0.06 -0.65 -2.03
P -0.84 1.17 -1.09
H 2.44 -1.25 -1.56
H 2.04 0.47 -1.95
H -1.22 1.51 1.14
H -2.01 -1.05 0.75
H -1.27 -0.56 2.27
H -0.40 -1.43 1.22
H 1.14 0.60 1.81
H 1.36 1.76 0.67
H -0.22 -1.82 -1.25
H -2.11 0.77 -1.17
```

**Charge**: +1
**Orbital gap (alpha / beta)**: 7.806 / 7.807 eV

Atom charges from the Löwdin analysis, given in e for atoms 1 to 8: -0.1721 -0.7030 -0.1255 -0.0182 0.7715 0.7859 0.0470 0.0002

=====

It is (a) that is the least stable of them.